The following is a DFT calculation (ωB97M-V/def2-TZVPD) of C32H40N2O6 in the gas phase at a distorted geometry.

CARTESIAN COORDINATES (ANGSTROEM)
C -3.2278 8.0941 8.6520
C 1.0177 6.0176 -4.0222
O -1.6941 5.1030 2.5511
H -4.7054 11.6459 2.9783
H -1.1808 9.4978 -0.1245
O -3.5800 10.4253 4.7111
O -0.4275 3.2083 -1.2022
H 2.5948 4.6469 -3.4997
C -1.8434 8.0766 6.6617
H 4.7527 1.8559 -0.8168
H -1.1899 10.8287 1.0638
H -4.2811 9.2611 -0.0348
H -3.3497 7.7528 0.0663
H -1.1595 8.7610 8.5879
C -2.8114 7.4333 4.4162
H -0.3051 7.2277 2.7121
C -0.9801 7.5481 1.9093
H -3.1420 3.3203 -1.3277
C -2.1801 8.6423 3.7247
O 1.8250 3.1469 0.1521
O -1.9883 3.2841 0.3955
C 3.1707 2.6204 0.3607
C 3.7620 2.2895 -0.9812
C 0.3221 5.8921 -1.2681
H 1.4445 5.1775 -5.9606
H 3.1609 1.5612 -1.5360
C -4.2949 7.5576 7.9164
C -2.0019 8.3538 8.0242
H -0.8290 2.0884 2.1920
H -2.4607 10.7353 -0.1889
C 1.4568 6.1438 -5.4460
C -2.8559 2.5922 -0.5511
N -1.9239 8.4465 2.3055
H -4.9496 6.8682 5.9580
C -0.1166 6.6777 -3.5380
C 1.3359 3.9572 1.1047
C -2.9308 7.6091 5.9141
C -0.7860 3.6186 -0.1112
H 0.8213 6.8411 -5.9947
C -4.0316 2.1504 0.2810
C 1.3986 5.1868 -1.7958
H -1.4089 7.0660 -1.8899
H -3.3519 8.3149 9.7136
H 2.4876 6.5073 -5.4902
C 0.1327 5.9223 0.2761
H 0.2355 2.9272 3.3892
C -0.4772 6.5880 -2.1886
H -3.7705 1.2523 0.8590
H -3.6089 12.1417 1.6566
H -0.7198 7.2893 -4.2209
C -3.1129 9.8511 3.7300
H -1.2357 8.9178 4.2264
H 2.0159 4.5774 -1.1651
C -3.7775 8.5676 0.6504
O 1.9767 4.2430 2.1195
H 1.0984 6.2656 0.6958
H -4.9272 11.0002 1.3266
H -4.8651 1.8807 -0.3717
C -0.7298 2.9598 2.8605
H -1.5532 7.3399 -0.0842
C -4.1879 11.3068 2.0767
H 3.0326 1.7253 0.9763
N -3.3270 10.2000 2.4237
C -2.6990 9.3292 1.4313
H -0.8873 8.2487 6.1602
H -2.2998 1.7520 -0.9923
H -5.2486 7.3361 8.4016
C -0.8843 4.2911 2.1325
C -0.8703 6.9864 0.6850
C -4.1350 7.2909 6.5535
H -1.5468 2.9166 3.5947
C -1.8194 10.1479 0.4780
H 3.7692 3.3669 0.8926
H -2.2291 6.5273 4.1886
C -0.0411 4.5518 0.8334
H -3.8188 7.2767 3.9931
C 1.7391 5.2171 -3.1382
H -4.5061 8.1358 1.3494
H 3.9113 3.1776 -1.6049
H -4.3635 2.9372 0.9715

Properties
Total charge ... 0
Lowest unoccupied orbital energy ... 0.0201 Ha
HOMO energy ... -7.49 eV
Total energy ... -49097.748 eV
SMILES string ... CCOC(=O)C(C(C)=O)(C(=O)OCC)[C@H](/C=C/N1[C@H](Cc2ccccc2)C(=O)N(C)C1(C)C)c1ccc(C)cc1
Energy relative to the best compared isomer or geometry (same formula, charge and spin) ... 0.0 kJ/mol
Frontier orbital gap ... 0.2953 hartree
Max |F| ... 3.42 eV/Å

Mulliken atomic charge list, values in e, 5 entries: C -0.4019; C 1.1380; O -0.4921; H 0.3686; H 0.2937